(1)
Below is 2 unconnected molecules or ions with the total composition C9H11NO3, with properties calculated with wB97M-V/def2-TZVPD.

Cartesian coordinates (Å):
O: 2.24 0.32 0.92
O: 0.22 -1.49 -2.57
O: -2.30 -0.89 -2.44
N: -0.45 0.85 3.03
C: 0.62 0.24 2.58
C: 2.14 -0.53 -0.17
C: 0.13 0.86 0.26
C: -1.21 1.04 0.52
C: 0.74 -0.16 -0.55
C: -1.94 0.51 -0.53
C: 1.17 1.03 1.31
C: -0.08 -0.74 -1.49
C: -1.41 -0.35 -1.56
H: -0.30 0.88 4.12
H: 1.01 -2.58 -2.07
H: 0.45 -0.88 2.23
H: 1.43 0.53 3.32
H: -1.46 1.79 1.29
H: -1.48 0.43 2.92
H: -3.20 0.40 -0.47
H: 2.40 -1.58 -0.11
H: 2.90 -0.14 -0.93
H: -1.89 -1.96 -2.67
H: 1.09 2.19 1.57

Computed properties:
E_HOMO (hartree): -0.2873
Energy (eV): -17136.4772
Spin multiplicity: 1
HOMO-LUMO gap (eV): 6.970
Net charge: 0
Largest force on an atom (eV/Å): 10.0



(2)
Below is a single C9H11NO3 molecule, with properties calculated with wB97M-V/def2-TZVPD.

Cartesian coordinates (Å):
O: 2.65 -0.73 -1.30
O: 2.03 1.69 -0.03
O: 2.30 -1.77 0.77
N: 1.22 1.50 -1.30
C: -1.09 0.16 0.67
C: 2.13 -0.88 0.07
C: -2.10 1.01 0.72
C: -3.37 -0.46 -0.84
C: 1.46 0.44 0.86
C: -1.29 -1.09 -0.06
C: 0.15 0.22 1.48
C: -2.42 -1.46 -0.56
C: -3.26 0.76 -0.10
H: 1.94 2.02 -2.03
H: -4.02 1.56 0.25
H: 0.42 2.06 -1.10
H: -0.26 -1.73 0.16
H: -2.34 -2.43 -1.11
H: 0.18 1.12 2.27
H: -4.22 -0.64 -1.36
H: -2.08 1.93 1.17
H: 0.27 -0.70 1.99
H: 2.26 0.60 1.49
H: 2.18 0.08 -1.55

Computed properties:
E_HOMO (hartree): -0.3412
Energy (eV): -17138.3341
Spin multiplicity: 1
HOMO-LUMO gap (eV): 9.863
Net charge: 0
SMILES string: NO[C@@H](Cc1ccccc1)C(=O)O
Largest force on an atom (eV/Å): 8.6



(3)
Below is a gas-phase ion, C9H11NP (charge +1), with properties calculated with wB97M-V/def2-TZVPD.

Cartesian coordinates (Å):
P: 3.21 -0.97 -1.16
N: -2.59 -1.32 0.58
C: 2.44 0.20 1.34
C: -0.72 1.24 -0.70
C: -3.48 -1.88 -0.39
C: -2.35 -0.88 -0.76
C: -1.55 0.11 -0.68
C: 1.00 0.22 0.74
C: -1.40 2.42 -1.07
C: 0.65 1.21 -0.11
C: 3.44 -0.62 0.47
H: -3.27 -2.83 -0.80
H: 4.19 -1.22 1.02
H: -2.84 -0.63 1.29
H: -4.55 -1.58 -0.46
H: 1.27 2.00 -0.34
H: -2.54 2.51 -0.98
H: 0.41 -0.50 1.09
H: 2.87 1.20 1.52
H: 4.29 -1.71 -1.40
H: 2.39 -0.30 2.29
H: -0.88 3.32 -1.47

Computed properties:
E_HOMO (hartree): -0.4418
Energy (eV): -20275.1539
Spin multiplicity: 1
HOMO-LUMO gap (eV): 6.240
Net charge: +1
Largest force on an atom (eV/Å): 6.3



(4)
Below is 2 unconnected molecules or ions with the total composition C9H11O2, with properties calculated with wB97M-V/def2-TZVPD.

Cartesian coordinates (Å):
O: 0.14 2.33 -1.77
O: 1.38 1.70 -0.02
C: -1.24 -2.19 0.96
C: 1.06 4.03 -0.41
C: -1.37 -2.38 -1.43
C: -1.90 -2.65 -0.18
C: 0.38 -1.04 -0.40
C: 0.81 2.55 -0.74
C: -0.24 -1.57 -1.53
C: 0.52 -0.78 2.08
C: -0.15 -1.34 0.86
H: 0.39 0.30 2.21
H: 1.83 4.20 0.33
H: 1.31 4.49 -1.37
H: -1.68 -2.40 1.93
H: -1.76 -2.83 -2.34
H: 1.60 -0.86 1.96
H: -2.75 -3.31 -0.07
H: 0.19 4.60 -0.06
H: 0.11 -1.23 2.98
H: 0.09 -1.16 -2.47
H: 1.27 -0.45 -0.53

Computed properties:
E_HOMO (hartree): -0.1495
Energy (eV): -13607.8852
Spin multiplicity: 1
HOMO-LUMO gap (eV): 7.686
Net charge: -1
Largest force on an atom (eV/Å): 1.1



(5)
Below is 2 unconnected molecules or ions with the total composition C9H11O2, with properties calculated with wB97M-V/def2-TZVPD.

Cartesian coordinates (Å):
O: 0.39 2.34 3.10
O: -1.22 1.20 2.14
C: -0.25 -0.53 -2.83
C: -0.18 0.31 4.11
C: -0.53 -0.36 -1.45
C: 1.08 -0.68 -3.20
C: 2.05 -0.46 -2.25
C: 0.46 -0.10 -0.54
C: 1.77 -0.18 -0.97
C: -1.96 -0.35 -1.03
C: -0.40 1.37 3.05
H: -0.72 -0.51 3.71
H: -2.08 0.58 -0.59
H: -2.30 -1.02 -0.29
H: -2.45 -0.22 -2.02
H: 3.12 -0.71 -2.53
H: 0.03 -0.01 0.45
H: -0.35 0.88 5.00
H: 0.83 -0.03 4.26
H: 2.53 0.03 -0.29
H: 1.20 -1.03 -4.18
H: -1.02 -0.53 -3.63

Computed properties:
E_HOMO (hartree): -0.1379
Energy (eV): -13606.7225
Spin multiplicity: 1
HOMO-LUMO gap (eV): 7.107
Net charge: -1
Largest force on an atom (eV/Å): 3.9



(6)
Below is a gas-phase ion, C9H11O2 (charge +1), with properties calculated with wB97M-V/def2-TZVPD.

Cartesian coordinates (Å):
O: 1.16 1.94 0.95
O: 1.79 -0.21 0.25
C: -0.99 -0.89 0.52
C: -2.33 -1.32 0.21
C: 3.07 -0.03 0.81
C: -1.67 1.35 -0.20
C: -3.02 0.95 -0.30
C: 0.72 0.94 0.55
C: -3.32 -0.40 -0.03
C: 1.92 -0.46 -1.21
C: -0.68 0.41 0.16
H: -1.28 2.38 -0.44
H: 2.82 0.02 1.83
H: -4.33 -0.70 0.01
H: 1.00 -0.09 -1.58
H: -2.51 -2.43 0.22
H: -3.83 1.61 -0.49
H: 3.41 0.91 0.55
H: 3.57 -0.88 0.40
H: 2.72 0.03 -1.66
H: 2.13 -1.50 -1.14
H: -0.33 -1.63 0.61

Computed properties:
E_HOMO (hartree): -0.4933
Energy (eV): -13596.8063
Spin multiplicity: 1
HOMO-LUMO gap (eV): 9.321
Net charge: +1
Largest force on an atom (eV/Å): 5.5



(7)
Below is 2 unconnected molecules or ions with the total composition C9H11O3, with properties calculated with wB97M-V/def2-TZVPD.

Cartesian coordinates (Å):
O: 3.30 -2.33 -2.76
O: 1.15 -2.64 -2.38
O: -0.72 -1.47 -1.26
C: 0.21 0.27 0.09
C: -2.01 0.23 1.68
C: 0.14 1.11 1.19
C: -1.95 -0.63 0.58
C: -1.09 1.99 3.24
C: -1.03 1.17 1.97
C: 1.85 -0.43 -2.95
C: 2.18 -1.87 -2.66
C: -0.83 -0.64 -0.27
H: 2.37 0.23 -2.25
H: 2.31 -0.11 -3.89
H: -0.20 2.06 3.86
H: 0.79 -0.26 -2.91
H: -2.76 -1.33 0.44
H: 1.20 0.19 -0.36
H: -1.85 1.55 3.90
H: 0.94 1.81 1.39
H: 0.34 -2.17 -1.91
H: -2.94 0.27 2.24
H: -1.41 3.00 3.00

Computed properties:
E_HOMO (hartree): -0.1363
Energy (eV): -15655.9738
Spin multiplicity: 1
HOMO-LUMO gap (eV): 7.212
Net charge: -1
Largest force on an atom (eV/Å): 1.6



(8)
Below is a molecular structure, C9H11O3, with properties calculated with wB97M-V/def2-TZVPD.

Cartesian coordinates (Å):
O: 2.23 -2.32 -0.41
O: 1.45 -0.39 0.89
O: 2.15 -4.52 -0.27
C: -0.25 2.63 -0.18
C: 2.05 -3.43 0.29
C: 0.74 1.85 0.31
C: -0.66 -0.12 -0.02
C: -2.38 2.96 -1.59
C: -1.48 2.11 -0.70
C: 1.32 -3.38 1.56
C: 0.59 0.43 0.37
C: -1.62 0.73 -0.61
H: -0.10 3.75 -0.18
H: 1.70 -1.43 0.20
H: -2.39 4.06 -1.28
H: 1.67 2.31 0.71
H: 1.97 -2.99 2.47
H: -0.76 -1.19 0.11
H: -3.36 2.61 -1.70
H: 0.68 -2.49 1.61
H: -2.58 0.25 -0.92
H: -1.86 2.89 -2.55
H: 0.89 -4.32 1.89

Computed properties:
E_HOMO (hartree): -0.1484
Energy (eV): -15655.2500
Spin multiplicity: 1
HOMO-LUMO gap (eV): 7.435
Net charge: -1
Largest force on an atom (eV/Å): 4.6



Number 1: LUMO energy -0.85 eV. Number 2: LUMO energy 0.58 eV. Number 3: LUMO energy -5.78 eV. Number 4: LUMO energy 3.62 eV. Number 5: LUMO energy 3.36 eV. Number 6: LUMO energy -4.10 eV. Number 7: LUMO energy 3.50 eV. Number 8: LUMO energy 3.40 eV.